(1)
A structure of composition C5H9BrS2. Source: OMol25; level of theory: wB97M-V/def2-TZVPD.

Properties
- Kohn-Sham gap (hartree) = 0.3259
- charge = 0
- spin multiplicity = 1
- ΔE to the lowest compared entry with this formula, charge and spin (kJ/mol) = 87.6
- lowest unoccupied orbital energy (eV) = 0.69

Geometry (Å):
1 C -1.4579 0.2894 0.9693
2 C -0.6739 -1.0025 1.1497
3 C -1.0743 1.2763 -0.2345
4 C 1.8735 -0.7318 -0.2397
5 C 1.4265 -1.1735 -1.4481
6 S 1.1363 -0.6331 1.3542
7 S 0.3745 2.3259 0.2176
8 Br 3.7051 -0.0849 -0.0546
9 H -2.3830 -0.1462 0.5372
10 H -1.5325 0.9965 1.7874
11 H -1.1550 -1.3691 2.0385
12 H -0.6967 -1.7908 0.3676
13 H -0.7062 0.8014 -1.1343
14 H -2.0205 1.7908 -0.4699
15 H 0.4581 -1.6154 -1.4417
16 H 2.0612 -1.3005 -2.3486
17 H 0.6648 2.3677 -1.0501

---

(2)
An isolated molecule of C5H9BrS2. Source: OMol25; level of theory: wB97M-V/def2-TZVPD.

Properties
- Kohn-Sham gap (hartree) = 0.3330
- charge = 0
- SMILES = C=C(Br)SCCCS
- spin multiplicity = 1
- ΔE to the lowest compared entry with this formula, charge and spin (kJ/mol) = 105.8
- lowest unoccupied orbital energy (eV) = 0.55

Geometry (Å):
1 C 1.3626 0.5109 -1.1848
2 C 1.2529 0.7901 0.3514
3 C -0.0889 0.3746 -1.7018
4 C -0.7755 -0.9901 1.6864
5 C -1.6534 0.0684 1.8973
6 S 1.0294 -0.8473 1.3780
7 S -0.6457 -1.4507 -1.7179
8 Br -1.2299 -2.7998 1.9945
9 H 1.7018 1.4207 -1.6876
10 H 1.8838 -0.3363 -1.5571
11 H 2.2753 0.9578 0.4739
12 H 0.5329 1.5437 0.5531
13 H -0.9654 0.8811 -1.2703
14 H -0.0410 0.5716 -2.7695
15 H -1.3665 1.1016 1.9129
16 H -2.6716 -0.0943 2.0611
17 H -0.6008 -1.7020 -0.4195

---

(3)
A structure of composition C5H9ClN. Source: OMol25; level of theory: wB97M-V/def2-TZVPD.

Properties
- Kohn-Sham gap (hartree) = 0.3817
- charge = +1
- spin multiplicity = 1
- ΔE to the lowest compared entry with this formula, charge and spin (kJ/mol) = 257.5
- lowest unoccupied orbital energy (eV) = -3.31

Geometry (Å):
1 C -1.0866 -1.2519 0.1844
2 C -1.7035 -0.1443 -0.1740
3 C 0.3857 -1.2118 -0.3066
4 C -0.2672 0.9930 -1.0197
5 C 1.0047 0.7464 1.1003
6 N 0.7840 0.2568 -0.2785
7 Cl -3.2303 0.2980 0.1197
8 H -1.4215 -2.2233 0.5870
9 H 0.8991 -1.9544 0.3565
10 H 0.4972 -1.6507 -1.2678
11 H -0.4186 0.9376 -2.1190
12 H -0.3811 1.9842 -0.7630
13 H 0.9603 1.8002 1.0602
14 H 0.3162 0.3878 1.7553
15 H 1.9380 0.5519 1.3493
16 H 1.7238 0.4803 -0.5840

---

(4)
An isolated molecule of C5H9ClN2. Source: OMol25; level of theory: wB97M-V/def2-TZVPD.

Properties
- Kohn-Sham gap (hartree) = 0.3236
- charge = 0
- SMILES = N[C@@]12CNC[C@@]1(Cl)C2
- spin multiplicity = 1
- ΔE to the lowest compared entry with this formula, charge and spin (kJ/mol) = 340.7
- lowest unoccupied orbital energy (eV) = 0.84

Geometry (Å):
1 C 0.2704 0.6109 -0.5486
2 C 0.1037 -0.7063 -1.2668
3 C -0.4138 -0.8399 1.1295
4 C -0.9607 0.4317 0.5048
5 C -0.5213 1.7588 -0.0675
6 H 1.6981 1.2826 0.7819
7 H 1.9642 -0.2472 0.2553
8 H 1.0078 -0.9609 -1.8598
9 H -0.7718 -0.7656 -1.9459
10 H 0.6665 -2.3098 -0.0029
11 H -1.1556 -1.3668 1.7010
12 H 0.4392 -0.6644 1.7476
13 H -1.3325 2.2167 -0.6675
14 H 0.0644 2.4947 0.5202
15 N 1.5899 0.6564 0.0163
16 N -0.0804 -1.6310 -0.1022
17 Cl -2.5679 0.0400 -0.1954

---

(5)
An isolated molecule of C5H9ClS. Source: OMol25; level of theory: wB97M-V/def2-TZVPD.

Properties
- Kohn-Sham gap (hartree) = 0.3117
- charge = 0
- SMILES = CC[C@@H](C)C(=S)Cl
- spin multiplicity = 1
- ΔE to the lowest compared entry with this formula, charge and spin (kJ/mol) = 95.7
- lowest unoccupied orbital energy (eV) = -0.39

Geometry (Å):
1 C 2.0678 0.0754 -0.0399
2 C -0.4490 -1.8445 0.7360
3 C 0.2324 1.4878 -0.9407
4 C -0.2406 -0.3578 0.6812
5 C 0.6266 0.0596 -0.4665
6 S 2.8689 -1.3299 0.2284
7 Cl 2.9323 1.5630 0.1064
8 H 0.3992 -2.3562 0.8527
9 H -0.9502 -2.1313 -0.1483
10 H -1.0697 -2.2149 1.5323
11 H 0.4117 2.3463 -0.1520
12 H -0.7707 1.3723 -1.3004
13 H 0.9486 1.8452 -1.6671
14 H -1.0580 0.2850 0.5029
15 H 0.2798 0.0202 1.4874
16 H 0.4982 -0.6366 -1.2158

---

(6)
A cluster of 2 separate species, C5H9ClS2 in total. Source: OMol25; level of theory: wB97M-V/def2-TZVPD.

Properties
- Kohn-Sham gap (hartree) = 0.2904
- charge = 0
- spin multiplicity = 1
- ΔE to the lowest compared entry with this formula, charge and spin (kJ/mol) = 148.1
- lowest unoccupied orbital energy (eV) = -1.19

Geometry (Å):
1 C 0.8005 -0.4088 1.3969
2 C -0.4820 -0.8655 0.8322
3 C 1.3077 0.6122 0.4055
4 C -0.4426 -0.6266 -0.6559
5 C 0.3496 0.6534 -0.7706
6 S -2.0454 -0.6307 -1.5582
7 S 0.6237 1.4761 -2.2544
8 Cl -1.2998 2.2963 0.4230
9 H 0.7147 -0.0299 2.3134
10 H 1.6426 -1.1985 1.3555
11 H -0.7469 -1.8663 1.1414
12 H -1.2736 -0.1827 1.1599
13 H 1.2151 1.5528 0.9245
14 H 2.3719 0.5204 0.0127
15 H 0.1921 -1.4701 -1.1598
16 H -2.8884 -0.3767 -0.5644
17 H -0.0394 0.5447 -3.0017

---

(7)
An isolated molecule of C5H9ClSi. Source: OMol25; level of theory: wB97M-V/def2-TZVPD.

Properties
- Kohn-Sham gap (hartree) = 0.3451
- charge = 0
- SMILES = C[Si@@]1(Cl)C=CCC1
- spin multiplicity = 1
- ΔE to the lowest compared entry with this formula, charge and spin (kJ/mol) = 92.9
- lowest unoccupied orbital energy (eV) = 0.80

Geometry (Å):
1 C -0.0736 -1.2775 1.3307
2 C 0.5136 -0.0986 1.6602
3 C -0.1310 -1.5428 -0.1836
4 C 0.9188 -0.7728 -0.9426
5 C -0.5075 2.0945 -0.4653
6 Si 0.9152 1.1108 0.3237
7 Cl 2.5581 2.2892 0.5374
8 H -0.1668 -2.1185 1.9883
9 H 0.9235 -0.1863 2.6735
10 H -0.0165 -2.6071 -0.2619
11 H -1.1235 -1.3305 -0.5288
12 H 1.8407 -1.1744 -1.0400
13 H 0.6066 -0.5071 -1.9053
14 H -0.0065 2.9769 -0.8208
15 H -0.8604 1.4789 -1.3256
16 H -1.4161 2.3145 0.2078

---

(8)
An isolated molecule of C5H9ClSi. Source: OMol25; level of theory: wB97M-V/def2-TZVPD.

Properties
- Kohn-Sham gap (spin up / spin down) (hartree) = 0.2251 / 0.2836
- charge = 0
- spin multiplicity = 3
- ΔE to the lowest compared entry with this formula, charge and spin (kJ/mol) = 0.0
- lowest unoccupied orbital energy (spin up / spin down) (eV) = 0.87 / -2.34

Geometry (Å):
1 C 0.9765 -0.6112 1.4707
2 C 1.1001 0.6380 1.0467
3 C 0.3332 -1.5927 0.5495
4 C 0.1438 -1.0686 -0.8412
5 C -1.5358 1.6513 -0.5756
6 Si 0.1658 0.8530 -0.6789
7 Cl 1.2483 1.6215 -2.2032
8 H 1.3858 -1.0364 2.3779
9 H 1.5117 1.4680 1.4353
10 H 0.7866 -2.5516 0.6906
11 H -0.7683 -1.7046 0.8285
12 H 0.9676 -1.5998 -1.4789
13 H -0.7401 -1.6348 -1.2689
14 H -2.4011 1.1973 -1.0870
15 H -1.7758 1.6420 0.5683
16 H -1.3982 2.7284 -0.8338

---

(9)
An isolated molecule of C5H9F. Source: OMol25; level of theory: wB97M-V/def2-TZVPD.

Properties
- Kohn-Sham gap (hartree) = 0.3928
- charge = 0
- SMILES = CC(C)/C=C\F
- spin multiplicity = 1
- ΔE to the lowest compared entry with this formula, charge and spin (kJ/mol) = 50.9
- lowest unoccupied orbital energy (eV) = 1.09

Geometry (Å):
1 C 1.7008 -1.1540 -0.2962
2 C 0.7145 0.0391 -0.2667
3 C 1.4420 1.3189 0.1232
4 C -0.3721 -0.2588 0.7404
5 C -1.6572 -0.2445 0.4947
6 H 2.2005 -1.3284 0.6684
7 H 1.1416 -2.0095 -0.6426
8 H 2.4451 -0.9366 -1.0247
9 H 0.0993 0.2428 -1.1781
10 H 1.7464 1.3481 1.1727
11 H 2.3852 1.4882 -0.4447
12 H 0.7385 2.1677 -0.0353
13 H 0.0444 -0.5571 1.7464
14 H -2.4186 -0.5977 1.1351
15 F -2.1500 0.2198 -0.6855

---

(10)
An isolated molecule of C5H9F. Source: OMol25; level of theory: wB97M-V/def2-TZVPD.

Properties
- Kohn-Sham gap (hartree) = 0.4055
- charge = 0
- SMILES = C=CC[C@H](C)F
- spin multiplicity = 1
- ΔE to the lowest compared entry with this formula, charge and spin (kJ/mol) = 68.9
- lowest unoccupied orbital energy (eV) = 1.20

Geometry (Å):
1 C -2.2288 -0.6117 0.0814
2 C -1.0244 0.3227 0.2473
3 C 0.3093 -0.1330 -0.4515
4 C 1.5178 0.3715 0.3123
5 C 2.7606 0.1491 -0.0415
6 H -2.2655 -1.2537 0.9347
7 H -2.2578 -1.1976 -0.8685
8 H -3.0687 0.0463 0.1412
9 H -0.9154 0.5429 1.3005
10 H 0.2698 -1.1952 -0.5730
11 H 0.4645 0.3492 -1.4281
12 H 1.1702 1.0391 1.1297
13 H 3.0375 -0.5277 -0.9072
14 H 3.6252 0.5546 0.4343
15 F -1.3943 1.5435 -0.3116

---

(11)
A structure of composition C5H9F14NOPPdTe. Source: OMol25; level of theory: wB97M-V/def2-TZVPD.

Properties
- Kohn-Sham gap (spin up / spin down) (hartree) = 0.2728 / 0.2886
- charge = 0
- spin multiplicity = 2
- lowest unoccupied orbital energy (spin up / spin down) (eV) = -3.90 / -3.77

Geometry (Å):
1 Pd -0.0618 -1.2051 0.3612
2 F 2.0174 -2.2607 0.8454
3 P 3.2152 -1.3672 0.0880
4 F 4.2296 -0.4177 -0.6721
5 F 4.3240 -2.0800 0.9518
6 F 1.9263 -0.6373 -0.7701
7 F 2.9767 -0.2418 1.2277
8 F 3.2738 -2.4646 -1.0554
9 F 0.2829 -1.3212 2.9972
10 C -0.6261 -1.7867 2.1723
11 F -1.8143 -1.3129 2.4673
12 F -0.6205 -3.0955 2.1597
13 F -2.9182 -3.4327 -2.3361
14 Te -2.6729 -1.7418 -1.6516
15 F -3.6521 -1.0625 -3.0549
16 F -2.5027 0.0407 -1.0845
17 F -1.1906 -1.5207 -2.7618
18 F -4.2678 -1.8513 -0.7357
19 O -1.6492 -2.3032 -0.2397
20 C -1.3552 2.5573 0.5786
21 C -0.1060 1.7495 0.1750
22 C 1.1897 2.4031 0.8786
23 C 0.1196 1.6910 -1.3356
24 N -0.0375 0.5933 0.8957
25 H -1.2487 3.5663 0.1812
26 H -1.4606 2.6048 1.6605
27 H -2.2396 2.0941 0.1460
28 H 1.2152 3.3954 0.4263
29 H 2.0842 1.8382 0.6339
30 H 1.0629 2.4839 1.9536
31 H 0.1930 2.7147 -1.7013
32 H -0.7244 1.2095 -1.8246
33 H 1.0377 1.1611 -1.5767

---

(12)
A cluster of 2 separate species, C5H9FN in total. Source: OMol25; level of theory: wB97M-V/def2-TZVPD.

Properties
- Kohn-Sham gap (hartree) = 0.3941
- charge = +1
- spin multiplicity = 1
- ΔE to the lowest compared entry with this formula, charge and spin (kJ/mol) = 163.9
- lowest unoccupied orbital energy (eV) = -5.49

Geometry (Å):
1 C 1.1046 -3.4197 1.1456
2 C -1.2992 1.9726 0.2380
3 C -0.1260 -0.5872 -1.2524
4 C 0.1052 1.3510 0.5071
5 C 0.6106 0.3796 -0.4709
6 N 0.5420 -2.6523 0.5462
7 F 1.8748 0.3867 -0.5832
8 H 1.6551 -4.1918 1.6625
9 H -2.0497 1.1976 0.0179
10 H -1.7739 2.7849 0.8532
11 H -1.1803 2.6792 -0.6830
12 H -1.1823 -0.4918 -1.1186
13 H 0.4430 -0.7328 -2.1892
14 H 0.1584 -1.5981 -0.8037
15 H 0.1997 0.8510 1.4970
16 H 0.9177 2.0711 0.6337

---

What did the twelfth record say?
A cluster of 2 separate species, C5H9FN in total. Source: OMol25; level of theory: wB97M-V/def2-TZVPD.

Properties
- Kohn-Sham gap (hartree) = 0.3941
- charge = +1
- spin multiplicity = 1
- ΔE to the lowest compared entry with this formula, charge and spin (kJ/mol) = 163.9
- lowest unoccupied orbital energy (eV) = -5.49

Geometry (Å):
1 C 1.1046 -3.4197 1.1456
2 C -1.2992 1.9726 0.2380
3 C -0.1260 -0.5872 -1.2524
4 C 0.1052 1.3510 0.5071
5 C 0.6106 0.3796 -0.4709
6 N 0.5420 -2.6523 0.5462
7 F 1.8748 0.3867 -0.5832
8 H 1.6551 -4.1918 1.6625
9 H -2.0497 1.1976 0.0179
10 H -1.7739 2.7849 0.8532
11 H -1.1803 2.6792 -0.6830
12 H -1.1823 -0.4918 -1.1186
13 H 0.4430 -0.7328 -2.1892
14 H 0.1584 -1.5981 -0.8037
15 H 0.1997 0.8510 1.4970
16 H 0.9177 2.0711 0.6337

---

What did the third record say?
A structure of composition C5H9ClN. Source: OMol25; level of theory: wB97M-V/def2-TZVPD.

Properties
- Kohn-Sham gap (hartree) = 0.3817
- charge = +1
- spin multiplicity = 1
- ΔE to the lowest compared entry with this formula, charge and spin (kJ/mol) = 257.5
- lowest unoccupied orbital energy (eV) = -3.31

Geometry (Å):
1 C -1.0866 -1.2519 0.1844
2 C -1.7035 -0.1443 -0.1740
3 C 0.3857 -1.2118 -0.3066
4 C -0.2672 0.9930 -1.0197
5 C 1.0047 0.7464 1.1003
6 N 0.7840 0.2568 -0.2785
7 Cl -3.2303 0.2980 0.1197
8 H -1.4215 -2.2233 0.5870
9 H 0.8991 -1.9544 0.3565
10 H 0.4972 -1.6507 -1.2678
11 H -0.4186 0.9376 -2.1190
12 H -0.3811 1.9842 -0.7630
13 H 0.9603 1.8002 1.0602
14 H 0.3162 0.3878 1.7553
15 H 1.9380 0.5519 1.3493
16 H 1.7238 0.4803 -0.5840

---

> Look up the spin multiplicity of the eleventh one.

2

---

> The highest spin multiplicity belongs to which entry?

number 8